{
  "formula": "C34H44BrFeN5SSi",
  "method": "ωB97M-V/def2-TZVPD",
  "multiplicity": 2,
  "largest_force_ha_per_bohr": 0.034,
  "s_squared": 0.99,
  "charge": 1,
  "gap_ev": [7.324, 7.290],
  "symbols": ["Br", "Fe", "S", "Si", "N", "N", "N", "N", "N", "C", "C", "C", "C", "C", "C", "C", "C", "C", "C", "C", "C", "C", "C", "C", "C", "C", "C", "C", "C", "C", "C", "C", "C", "C", "C", "C", "C", "C", "C", "C", "C", "C", "C", "H", "H", "H", "H", "H", "H", "H", "H", "H", "H", "H", "H", "H", "H", "H", "H", "H", "H", "H", "H", "H", "H", "H", "H", "H", "H", "H", "H", "H", "H", "H", "H", "H", "H", "H", "H", "H", "H", "H", "H", "H", "H", "H", "H"],
  "coordinates": [[-0.3201, -2.6855, 0.3433], [-0.1709, -0.1304, 0.0881], [0.1618, 0.3200, 2.3102], [-0.0695, -5.0828, 0.1943], [0.1778, -0.4251, -1.9400], [2.5177, -0.0311, 3.4926], [2.5169, -0.4780, 1.2537], [0.0203, 1.9275, -0.4732], [1.7729, -0.4865, 0.1643], [-1.5029, 3.5763, 0.3665], [-2.7769, -5.4484, -0.6072], [-1.8490, -5.7119, 0.5888], [-2.4688, -5.0200, 1.8133], [0.5059, -5.3179, -1.6320], [-0.2341, -0.6532, -4.2722], [2.4365, -4.4450, 1.4782], [0.6393, -5.3158, 2.9436], [1.8919, -1.2745, -3.3776], [-0.5072, 4.4976, 0.4688], [-0.6226, -0.3101, -2.9929], [0.8050, 4.1579, 0.0772], [-4.6531, 0.8419, -0.4903], [-1.7955, -7.2272, 0.8464], [1.2606, -5.4320, 1.5443], [-2.2963, 1.2952, -0.2118], [-3.5991, 1.7343, -0.4918], [1.0491, -1.1637, -4.4596], [1.4462, -0.8761, -2.1118], [1.0358, 2.8405, -0.3971], [1.9812, -4.9163, -1.7751], [2.3380, 2.4972, -0.8158], [-3.1415, -0.9459, 0.0551], [0.3618, -6.7968, -2.0260], [1.8691, -0.1059, 2.3317], [-0.2981, -4.4529, -2.6151], [1.8788, 5.0693, 0.1537], [1.7969, -6.8617, 1.3605], [2.2853, -0.8795, -0.9566], [3.3634, 3.3965, -0.7066], [-1.2068, 2.2833, -0.1216], [-4.4329, -0.4975, -0.1958], [3.1399, 4.6934, -0.2119], [-2.0763, -0.0621, 0.0280], [2.1030, -3.4088, 1.5539], [1.6802, 6.0752, 0.5029], [-2.5059, 3.8075, 0.6918], [-0.2469, -3.3941, -2.3538], [-3.7800, 2.7754, -0.7331], [-2.9839, -1.9943, 0.2694], [-5.6539, 1.1905, -0.7100], [-2.8109, -7.6065, 0.9860], [3.1074, -4.6402, 2.3195], [4.3584, 3.1037, -1.0159], [-1.6165, 0.0736, -2.7917], [2.2810, -5.0186, -2.8221], [2.1432, -3.8767, -1.4770], [-2.8048, -4.3880, -0.8700], [-3.7924, -5.7577, -0.3472], [2.5207, -7.0825, 2.1489], [3.9632, 5.3909, -0.1422], [-2.4283, -3.9330, 1.7326], [2.0043, 0.1430, 4.3376], [1.4223, -5.4451, 3.6953], [1.3825, -1.4552, -5.4464], [2.3038, -6.9881, 0.4020], [-1.3502, -7.7695, 0.0097], [2.5098, 1.5209, -1.2352], [-1.2284, -7.4647, 1.7479], [3.0189, -4.5514, 0.5643], [-0.9145, -0.5229, -5.1004], [0.9999, -7.6054, 1.4239], [-0.6813, -7.1155, -2.0383], [-5.2557, -1.2000, -0.1666], [2.6352, -5.5594, -1.1860], [0.1259, -4.5683, -3.6173], [0.7628, -6.9441, -3.0322], [-0.7077, 5.4901, 0.8535], [-0.1077, -6.0898, 3.1190], [3.4869, -0.2999, 3.5361], [-3.5193, -5.3126, 1.8898], [-2.4793, -6.0209, -1.4860], [-1.3469, -4.7392, -2.6637], [2.8964, -1.6656, -3.4737], [0.1791, -4.3378, 3.1003], [0.9127, -7.4541, -1.3495], [3.3349, -1.1523, -0.9857], [-1.9828, -5.3064, 2.7430]],
  "forces_ev_per_angstrom": [[-0.156, -0.900, 0.290], [1.472, -0.810, -0.427], [-0.059, -0.051, -0.176], [0.031, 0.246, 0.010], [0.564, -0.448, 0.633], [0.091, -0.091, -0.005], [1.267, -0.189, 0.536], [-1.122, -0.711, 0.885], [-0.003, -0.033, -1.235], [0.077, 0.272, -0.045], [0.115, -0.013, 0.001], [0.144, 0.205, -0.051], [0.075, 0.015, 0.003], [-0.040, 0.171, 0.179], [0.411, -0.129, -0.106], [-0.017, 0.014, -0.067], [-0.051, -0.013, -0.100], [0.230, 0.049, 0.686], [-0.107, -0.054, 0.005], [-0.417, 0.126, 0.158], [0.046, -0.342, -0.160], [-0.194, -0.046, -0.033], [0.157, 0.038, -0.021], [-0.115, 0.130, -0.142], [-1.499, 0.228, -0.115], [0.225, 0.196, 0.022], [-0.429, 0.156, -0.183], [-0.758, 0.054, -1.288], [0.256, 0.265, 0.079], [-0.062, -0.049, 0.058], [-0.022, 0.027, 0.054], [-0.153, -0.185, 0.003], [-0.045, 0.005, 0.120], [-1.123, 0.184, -0.323], [-0.026, 0.001, 0.029], [0.048, 0.079, 0.005], [-0.109, 0.005, -0.127], [0.634, 0.064, 1.246], [-0.016, -0.137, -0.061], [-0.203, 0.547, -0.180], [0.222, 0.018, 0.033], [-0.030, 0.073, 0.010], [0.697, 1.343, -0.172], [0.048, -0.005, 0.030], [0.007, -0.017, 0.033], [0.006, -0.017, -0.014], [-0.001, -0.019, -0.045], [-0.062, -0.024, 0.034], [0.026, -0.012, -0.013], [0.015, 0.004, -0.013], [-0.020, 0.010, -0.001], [-0.001, -0.037, 0.011], [-0.004, 0.036, -0.018], [0.016, -0.041, 0.038], [-0.029, 0.005, -0.031], [0.032, -0.024, 0.013], [-0.034, -0.018, -0.024], [-0.006, -0.001, 0.032], [0.005, 0.011, 0.020], [-0.013, 0.012, 0.004], [-0.063, -0.014, 0.021], [0.056, 0.040, 0.018], [0.034, 0.006, -0.013], [0.004, -0.021, 0.004], [0.025, -0.032, 0.054], [-0.039, -0.056, 0.041], [0.040, -0.036, 0.009], [-0.036, -0.029, -0.010], [0.002, 0.044, 0.081], [-0.034, -0.025, 0.020], [0.059, -0.039, 0.005], [0.034, -0.022, -0.024], [-0.038, 0.037, -0.022], [0.030, 0.062, -0.054], [0.009, -0.050, -0.010], [0.013, 0.006, -0.014], [0.014, -0.006, 0.030], [0.008, 0.032, 0.041], [-0.019, 0.011, 0.004], [-0.007, -0.026, -0.016], [-0.051, 0.039, -0.001], [0.043, 0.044, -0.039], [0.001, 0.042, -0.069], [0.000, -0.019, 0.046], [-0.020, -0.038, -0.056], [-0.026, -0.151, -0.123], [-0.029, 0.031, -0.008]]
}

---

{
  "formula": "CH4N2",
  "method": "ωB97M-V/def2-TZVPD",
  "smiles": "[H]/N=C/N",
  "largest_force_ha_per_bohr": 0.081,
  "gap_ev": 10.097,
  "symbols": ["N", "N", "C", "H", "H", "H", "H"],
  "coordinates": [[-0.2344, -1.1115, 0.3981], [0.3528, 1.2168, 0.0828], [-0.2040, 0.1301, -0.3725], [-0.6507, 0.1131, -1.3901], [-0.4069, -1.9990, 0.0330], [0.5883, -1.1418, 0.9444], [0.8650, 1.5098, -0.7183]],
  "forces_ev_per_angstrom": [[-0.267, 4.102, -0.571], [-0.140, -3.394, 0.547], [0.552, -1.207, 1.061], [0.365, -0.580, 0.422], [-0.825, -1.029, -1.320], [0.646, 0.197, 0.953], [-0.330, 1.911, -1.092]]
}

---

{
  "formula": "C27H51N2O12P2",
  "method": "ωB97M-V/def2-TZVPD",
  "largest_force_ha_per_bohr": 0.051,
  "charge": 1,
  "gap_ev": 7.605,
  "symbols": ["P", "P", "O", "O", "O", "O", "O", "O", "O", "O", "O", "O", "O", "O", "N", "N", "C", "C", "C", "C", "C", "C", "C", "C", "C", "C", "C", "C", "C", "C", "C", "C", "C", "C", "C", "C", "C", "C", "C", "C", "C", "C", "C", "H", "H", "H", "H", "H", "H", "H", "H", "H", "H", "H", "H", "H", "H", "H", "H", "H", "H", "H", "H", "H", "H", "H", "H", "H", "H", "H", "H", "H", "H", "H", "H", "H", "H", "H", "H", "H", "H", "H", "H", "H", "H", "H", "H", "H", "H", "H", "H", "H", "H", "H"],
  "coordinates": [[2.2291, 0.6445, 4.5591], [0.5830, -0.8063, 4.2474], [-3.4796, 6.3288, -8.2837], [-4.1088, 4.2572, 0.6320], [-2.9709, 5.3753, 2.2295], [-3.5138, 0.5926, -3.4671], [5.6325, -3.4602, -4.0960], [-4.2470, 4.9590, -6.6612], [4.7058, -2.6882, -2.1915], [-3.5706, 6.4142, 0.3124], [5.9725, -4.5536, -2.1764], [3.4506, -0.0546, 4.9668], [-2.0504, 5.3643, -6.8266], [-2.3418, 1.6898, -1.9102], [0.4086, -1.7120, 5.5887], [4.2830, -5.9726, 0.8073], [-1.3330, -1.4701, 7.2268], [4.0520, -4.1611, 2.4989], [-4.8338, 4.7003, -0.5220], [-1.1905, 0.6771, -3.8023], [-1.6153, 0.5442, 1.5733], [3.3997, -4.9450, 1.3687], [-3.4976, 5.3551, 1.1653], [-0.9274, 0.1875, 3.9817], [1.7565, -3.1185, 3.1232], [7.7466, -6.1085, -2.7951], [-1.6338, -3.0437, 5.2431], [6.4783, -5.4049, -3.2234], [5.3713, -3.4886, -2.7688], [-2.2494, 0.7988, -0.7936], [-3.5970, 4.0412, -5.7721], [-0.8148, 1.1273, 2.7478], [-2.2513, 4.7005, -5.5785], [-0.7753, -2.0598, 5.9595], [-4.0673, 5.9161, -0.9417], [-4.9090, 6.9559, -1.6485], [-2.4788, 0.9639, -3.0739], [-4.3895, 3.8579, -4.4979], [-3.2800, 5.6226, -7.3546], [3.2720, -2.9178, 2.9524], [0.9953, -1.7988, 2.7806], [6.6667, -4.4200, -4.3516], [-1.7517, 1.5534, 0.4281], [4.7476, -5.5627, 0.0022], [-1.4542, 3.9817, -5.3967], [-1.1859, 2.1038, 3.0436], [-2.6073, 0.2657, 1.9253], [1.3321, -3.8758, 2.4714], [-1.7195, -0.5372, 3.7807], [-2.4172, -1.4140, 7.1908], [-1.2291, -3.3294, 4.2769], [-5.8643, 4.9133, -0.2280], [8.3657, -5.4531, -2.1826], [-4.8510, 4.7973, -4.1893], [-5.5048, 7.5232, -0.9337], [-0.8458, 1.6221, -4.2190], [1.6006, -1.2637, 2.0502], [-0.9801, -2.0520, 8.0756], [-4.8353, 3.9276, -1.2890], [-2.6408, -2.6443, 5.1471], [3.5243, -2.0717, 2.3151], [2.5392, -5.4682, 1.7929], [-1.0504, -0.3083, 1.1909], [3.6612, -2.6526, 3.9352], [1.7464, 1.5451, 5.5413], [-3.2047, 5.6436, -1.5572], [-2.4562, 2.3314, 0.7144], [-0.9220, -0.4676, 7.2962], [5.0081, -3.7972, 2.1164], [6.5328, -4.8740, -5.3306], [-4.2725, 7.6711, -2.1695], [-0.4574, 0.3482, -3.0708], [4.3158, -4.7928, 3.3434], [-0.7885, 2.0199, 0.2235], [2.3726, 1.3625, 3.3481], [-1.3595, -0.0822, -4.5522], [-3.2188, 0.3660, -0.5454], [7.6331, -3.9115, -4.3225], [-1.6703, -3.9411, 5.8639], [7.5112, -6.9828, -2.1884], [-5.5693, 6.4952, -2.3840], [0.0654, -2.0565, 2.2708], [-1.5179, 0.0154, -1.0127], [-5.2005, 3.1477, -4.6584], [3.0006, -4.2332, 0.6331], [0.2160, 1.2227, 2.4064], [3.6664, -6.6928, 0.4489], [-1.2123, 0.7018, 4.8962], [-3.7704, 3.4774, -3.6837], [1.5586, -3.4121, 4.1526], [5.7036, -6.1370, -3.4655], [-2.2494, 5.4466, -4.7786], [8.3206, -6.4431, -3.6593], [-3.4915, 3.0847, -6.2916]],
  "forces_ev_per_angstrom": [[0.727, 0.056, 0.499], [-0.101, -0.290, -0.259], [0.028, -0.052, 0.058], [0.125, 0.357, 0.124], [0.056, -0.121, 0.011], [-2.532, -0.528, -0.517], [0.064, -0.041, 0.220], [0.325, 0.013, -0.091], [-0.018, -0.089, -0.003], [0.031, -0.711, 0.322], [-0.233, 0.120, -0.253], [0.441, -0.454, 0.097], [-0.204, -0.010, 0.079], [0.050, -0.100, 0.186], [-0.333, 1.421, -0.800], [-0.453, 0.481, -0.202], [0.344, -0.025, -0.570], [0.465, 0.471, -0.481], [-0.185, -0.571, -0.077], [-0.136, 0.419, 0.749], [0.511, 1.027, -0.015], [-0.336, -0.128, 0.734], [0.016, 0.223, -0.132], [0.337, -0.388, -0.553], [0.117, 0.891, -0.168], [-0.126, -0.156, 0.399], [0.282, 0.158, -0.183], [0.585, -0.299, 0.027], [-0.073, 0.113, 0.112], [0.345, 0.699, 0.555], [-0.127, -0.070, 0.506], [-0.387, -0.673, 0.183], [0.225, -0.044, -0.078], [-0.318, -0.284, 0.904], [-0.299, 0.627, -0.525], [0.304, 0.359, -0.013], [2.030, 0.108, -0.079], [-0.495, -0.075, -0.094], [-0.085, 0.092, -0.149], [0.197, -0.678, 0.629], [0.017, -0.570, -0.002], [-0.081, -0.004, -0.239], [-0.144, -0.392, 0.089], [0.222, -0.202, 0.029], [0.074, 0.073, -0.144], [0.027, 0.201, -0.160], [-0.032, -0.320, -0.080], [0.170, -0.116, -0.077], [-0.073, -0.106, 0.090], [-0.071, -0.255, 0.206], [0.044, 0.018, -0.101], [0.037, 0.139, -0.009], [0.024, 0.118, -0.161], [0.196, 0.105, -0.022], [-0.100, -0.171, 0.044], [0.196, -0.076, -0.195], [-0.086, 0.384, 0.068], [-0.135, -0.042, 0.207], [0.073, -0.111, 0.129], [-0.160, -0.142, 0.025], [-0.267, -0.011, -0.295], [-0.110, -0.042, -0.107], [-0.324, -0.352, 0.120], [0.110, 0.262, 0.001], [-0.363, 0.005, -0.411], [0.013, -0.088, 0.074], [-0.032, 0.147, -0.077], [0.059, 0.070, 0.302], [0.125, -0.010, 0.062], [-0.141, 0.123, -0.017], [-0.039, -0.005, -0.017], [0.271, -0.030, -0.078], [-0.224, -0.276, 0.024], [0.075, 0.043, -0.106], [-0.499, 0.019, 0.119], [0.037, 0.046, -0.210], [-0.120, -0.179, -0.341], [0.019, -0.052, 0.112], [-0.177, -0.052, 0.088], [0.033, -0.003, -0.023], [0.013, -0.055, 0.033], [-0.245, 0.187, 0.168], [-0.151, -0.202, -0.145], [0.028, -0.028, 0.065], [0.099, -0.054, -0.136], [0.123, 0.260, 0.121], [0.315, -0.171, -0.151], [0.252, 0.109, 0.151], [0.084, -0.010, -0.074], [-0.155, -0.170, -0.010], [-0.073, 0.102, -0.044], [-0.119, -0.029, 0.030], [-0.047, 0.031, -0.039], [0.069, 0.036, -0.041]]
}

---

{
  "formula": "C3H16N2O3",
  "method": "ωB97M-V/def2-TZVPD",
  "smiles": "C[C@H](N)CN.O.O.O",
  "largest_force_ha_per_bohr": 0.108,
  "gap_ev": 10.000,
  "symbols": ["O", "O", "O", "N", "N", "C", "C", "C", "H", "H", "H", "H", "H", "H", "H", "H", "H", "H", "H", "H", "H", "H", "H", "H"],
  "coordinates": [[-2.4183, -0.0059, -1.7692], [2.5198, 0.4033, -1.2945], [-0.1336, 1.2347, -2.7855], [0.1030, 1.2118, 0.6324], [0.8992, -1.6451, -0.4794], [-0.6750, 0.0753, 2.6232], [-0.1855, -1.2110, 0.4100], [0.1318, -0.0962, 1.4255], [1.4734, -2.3035, 0.0757], [0.7428, 1.1369, -0.0844], [-2.8584, 0.5465, -1.1841], [1.6050, 0.3566, -1.0660], [0.5005, 0.4816, -3.1950], [1.1892, -0.2240, 1.7719], [0.2762, 1.9871, 1.2671], [-0.3113, -1.9760, 1.1589], [-0.0244, 0.7613, -1.8709], [2.5238, 1.2546, -0.9000], [-0.1628, 0.7537, 3.3219], [-0.8734, -0.6032, 3.3659], [0.4389, -2.0544, -1.3196], [-1.9514, 0.6893, -2.3724], [-1.5976, 0.4263, 2.2884], [-1.2117, -1.1996, -0.0197]],
  "forces_ev_per_angstrom": [[2.202, 0.394, -3.263], [0.321, 0.221, -0.345], [2.970, -4.492, 1.270], [-2.294, -0.892, 2.958], [-1.188, 0.211, -0.297], [0.313, 1.941, 0.637], [-1.021, -1.273, 2.469], [2.909, 1.100, -2.967], [-0.421, 0.405, -1.261], [1.514, 0.530, -1.072], [-1.466, 1.455, 1.994], [-0.965, -2.363, -0.396], [-2.000, 2.813, 0.338], [-0.464, -0.408, -0.458], [0.317, 0.032, -0.519], [-0.290, -1.162, 0.260], [-1.136, 1.830, -1.778], [1.872, 2.080, 0.299], [-0.247, 0.882, -0.714], [-0.269, -3.154, 0.851], [1.019, -0.073, 1.098], [-0.892, -1.969, 1.232], [-1.788, 1.120, -0.051], [1.004, 0.771, -0.285]]
}